# 1
Density functional theory data (the ωB97M-V functional and the def2-TZVPD basis) for a 2-piece molecular cluster, C3H12N overall at a distorted geometry.

XYZ file:
```
16
Properties=species:S:1:pos:R:3:forces:R:3:lowdin_charge:R:1
N -0.663536 6.095170 0.971806 -1.63 0.21 0.00 0.3142
H -1.394195 6.360155 0.235418 1.29 -0.47 1.11 0.2016
H -0.046874 6.880427 1.178811 0.04 0.19 -0.13 0.1573
H -1.148557 5.826018 1.852162 0.16 0.27 -0.56 0.1736
H -0.107053 5.293702 0.692211 0.14 -0.21 -0.42 0.1532
C 0.798412 -1.920987 -1.214956 3.15 3.26 -1.31 -0.1866
C 0.543118 -2.733557 -0.022116 1.94 -2.09 1.38 -0.3482
C -0.598999 -3.784626 -0.068144 2.36 1.24 -0.60 -0.0980
H 1.665809 -1.147281 -0.981376 -0.82 -1.80 0.04 0.1037
H 0.155453 -1.113841 -1.368396 -2.25 0.73 -0.97 0.0255
H 1.206061 -2.324485 -2.183543 -1.04 -0.29 1.06 0.0943
H 0.456903 -2.119962 0.893046 0.09 -0.07 -0.50 0.1044
H 1.583776 -3.201304 -0.019466 -1.39 -0.33 1.12 0.1170
H -0.230291 -4.535113 -0.781677 -1.58 0.49 -0.81 0.0892
H -0.724345 -4.366035 0.778828 0.68 -1.05 2.34 0.0306
H -1.495681 -3.208282 0.037391 -1.14 -0.09 -1.76 0.0681
```
Forces are in eV/Å.

Output
HOMO level   -12.12 eV
Frontier orbital gap   7.28 eV
Charge   +1

# 2
Density functional theory data (the ωB97M-V functional and the def2-TZVPD basis) for a 2-piece molecular cluster, C2H4N2O overall at a distorted geometry.

XYZ file:
```
9
Properties=species:S:1:pos:R:3:forces:R:3:lowdin_charge:R:1
C 3.046638 0.241434 -0.152367 -1.00 -1.11 -0.59 -0.2724
C 1.937376 -0.527515 -0.499137 4.26 4.95 -1.13 -0.3040
N 4.004766 0.788942 0.154892 1.51 1.13 0.52 0.1174
N 1.622250 -1.565610 0.117021 -1.91 -2.86 2.09 0.2438
O -0.586765 0.567877 0.266295 1.44 -3.07 -3.57 0.0216
H 1.373221 -0.137344 -1.288367 -1.50 0.35 -0.91 0.1058
H 0.915403 -2.126638 -0.233256 -1.11 -2.53 0.00 0.0762
H -0.734375 1.177973 0.886755 -0.55 3.96 3.84 -0.0234
H -1.398227 0.098374 0.234497 -1.14 -0.82 -0.24 0.0350
```
Forces are in eV/Å.

Output
Multiplicity   3
HOMO level (alpha / beta)   -6.75 / -10.91 eV
Frontier orbital gap (alpha / beta)   7.19 / 7.78 eV

Energy above the lowest of the compared OMol25 structures with the same formula, charge and spin for the records above, in order: 198.9 82.0 kJ/mol